# 1
Here is a molecular structure, C56H87BBrN4O2P2SiSn from OMol25. Energies are from ωB97M-V/def2-TZVPD.

Structure (XYZ):
```
155
Properties=species:S:1:pos:R:3:lowdin_charge:R:1
Sn 0.632 -0.968 0.110 1.242
C 2.133 -2.632 2.028 -0.255
C 1.857 -1.301 2.423 -0.343
C 2.856 -0.472 1.835 -0.268
C 3.707 -1.288 1.089 -0.203
C 3.261 -2.617 1.199 -0.199
H 1.618 -3.513 2.385 0.062
H 1.208 -1.009 3.234 0.046
H 2.978 0.586 2.024 0.064
H 4.573 -0.959 0.533 0.082
H 3.733 -3.486 0.761 0.078
C -2.421 -2.204 2.849 -0.098
C -2.269 -3.519 2.064 -0.651
C -3.655 -4.134 1.877 -0.084
C -1.401 -4.449 2.918 -0.100
P -1.314 -3.062 0.465 1.069
C -2.557 -2.067 -0.485 -0.293
N -2.630 -0.749 0.113 -0.042
B -1.544 -0.017 0.741 -0.568
N -2.224 1.040 1.468 -0.014
C -1.821 1.881 2.584 -0.319
P 0.023 1.930 2.871 1.174
C 0.496 3.707 2.300 -0.676
C 0.748 4.782 3.357 -0.100
C 1.807 3.459 1.535 -0.130
C -0.542 4.252 1.314 -0.115
C -0.005 1.847 4.777 -0.704
C -0.804 2.916 5.527 -0.092
C -0.591 0.473 5.137 -0.115
C 1.460 1.839 5.232 -0.105
C -3.586 0.978 1.201 -0.185
C -4.634 1.765 1.650 -0.026
C -5.924 1.465 1.219 -0.122
C -6.163 0.397 0.365 -0.119
C -5.120 -0.413 -0.077 -0.020
C -3.832 -0.121 0.349 -0.189
C -1.104 -4.590 -0.633 -0.678
C -0.206 -4.120 -1.785 -0.115
C -2.397 -5.150 -1.227 -0.078
C -0.342 -5.684 0.122 -0.098
H -2.679 -2.425 3.890 0.088
H -3.208 -1.576 2.433 0.079
H -1.486 -1.640 2.836 0.055
H -4.148 -4.199 2.852 0.086
H -3.599 -5.144 1.469 0.062
H -4.286 -3.526 1.228 0.070
H -1.797 -4.484 3.937 0.082
H -0.376 -4.078 2.967 0.062
H -1.388 -5.467 2.535 0.054
H -3.535 -2.551 -0.470 0.079
H -2.231 -2.003 -1.522 0.055
H -2.282 1.474 3.489 0.077
H -2.230 2.881 2.449 0.066
H 1.480 4.470 4.101 0.058
H -0.169 5.076 3.867 0.069
H 1.149 5.668 2.855 0.083
H 2.563 3.022 2.192 0.067
H 2.202 4.399 1.136 0.078
H 1.640 2.771 0.706 0.061
H -1.441 4.600 1.824 0.074
H -0.812 3.499 0.571 0.061
H -0.113 5.107 0.785 0.071
H -1.775 3.092 5.059 0.075
H -0.270 3.861 5.583 0.055
H -0.985 2.578 6.553 0.080
H -1.674 0.435 5.022 0.070
H -0.362 0.245 6.182 0.085
H -0.158 -0.314 4.520 0.049
H 1.971 2.773 5.001 0.056
H 1.999 1.030 4.734 0.074
H 1.519 1.679 6.313 0.082
H -4.471 2.603 2.317 0.099
H -6.755 2.072 1.559 0.089
H -7.174 0.194 0.034 0.090
H -5.320 -1.237 -0.751 0.104
H -0.703 -3.360 -2.383 0.050
H 0.027 -4.961 -2.445 0.086
H 0.731 -3.706 -1.408 0.061
H -2.882 -4.408 -1.864 0.080
H -3.100 -5.472 -0.460 0.056
H -2.153 -6.019 -1.845 0.086
H 0.474 -5.254 0.708 0.076
H 0.091 -6.384 -0.598 0.083
H -0.995 -6.254 0.782 0.061
O 1.688 0.480 -2.269 -0.113
C 0.843 -0.063 -2.970 -0.653
N 0.937 -0.117 -4.356 0.145
C -0.052 -1.019 -4.887 -0.282
C -0.952 -1.176 -3.603 -0.480
O -2.033 -1.751 -3.651 0.021
N -0.317 -0.662 -2.542 0.123
C -0.798 -0.413 -6.062 -0.149
C -0.365 -0.633 -7.367 -0.032
C -1.039 -0.068 -8.439 -0.089
C -2.157 0.725 -8.222 -0.101
C -2.588 0.957 -6.924 -0.088
C -1.911 0.394 -5.852 -0.033
C 0.449 -2.426 -5.175 -0.155
C -0.442 -3.361 -5.702 -0.030
C -0.048 -4.673 -5.899 -0.082
C 1.244 -5.070 -5.580 -0.108
C 2.132 -4.148 -5.051 -0.088
C 1.735 -2.834 -4.840 -0.018
H 1.824 0.037 -4.806 0.143
H 0.501 -1.259 -7.545 0.118
H -0.695 -0.256 -9.449 0.096
H -2.691 1.154 -9.060 0.095
H -3.460 1.574 -6.745 0.103
H -2.256 0.569 -4.841 0.122
H -1.453 -3.052 -5.929 0.123
H -0.755 -5.390 -6.297 0.098
H 1.556 -6.095 -5.741 0.094
H 3.138 -4.451 -4.789 0.099
H 2.430 -2.133 -4.397 0.114
C 2.377 3.394 -5.195 -0.110
C 1.062 4.110 -5.541 -0.616
C 1.331 5.177 -6.612 -0.090
C 0.139 3.047 -6.145 -0.109
Si 0.243 4.873 -3.966 0.487
Br 0.452 3.339 -2.331 0.632
C -1.674 5.127 -4.088 -0.628
C -2.421 3.784 -4.101 -0.117
C -2.058 5.913 -5.350 -0.092
C -2.186 5.895 -2.860 -0.107
C 1.197 6.433 -3.295 -0.623
C 0.931 6.659 -1.799 -0.131
C 0.809 7.715 -4.045 -0.095
C 2.712 6.226 -3.426 -0.108
H 2.745 2.868 -6.083 0.086
H 2.230 2.653 -4.408 0.039
H 3.157 4.081 -4.870 0.059
H 1.740 4.705 -7.510 0.086
H 2.049 5.925 -6.272 0.057
H 0.411 5.695 -6.895 0.069
H 0.627 2.567 -7.000 0.093
H -0.798 3.472 -6.508 0.064
H -0.085 2.266 -5.418 0.058
H -2.176 3.177 -4.972 0.042
H -3.500 3.974 -4.121 0.088
H -2.208 3.199 -3.207 0.048
H -1.811 5.358 -6.256 0.063
H -1.553 6.881 -5.393 0.065
H -3.137 6.097 -5.358 0.084
H -1.880 5.402 -1.935 0.068
H -3.280 5.920 -2.881 0.086
H -1.833 6.927 -2.847 0.060
H -0.106 6.926 -1.601 0.061
H 1.564 7.476 -1.438 0.084
H 1.174 5.768 -1.224 0.022
H -0.245 7.956 -3.899 0.060
H 0.997 7.634 -5.118 0.069
H 1.395 8.557 -3.663 0.084
H 3.024 5.322 -2.900 0.080
H 3.239 7.074 -2.976 0.084
H 3.034 6.158 -4.465 0.057
```

Summary:
Relative energy (zero: lowest compared OMol25 entry of this formula, charge and spin) = 0.060 eV
Spin multiplicity = 1
Charge = -1
E_tot = -6341.181060 a.u.

# 2
Here is a gas-phase ion, C3H6NO2 (charge +1) in a non-equilibrium geometry from OMol25. Energies are from ωB97M-V/def2-TZVPD.

Structure (XYZ):
```
12
Properties=species:S:1:pos:R:3:lowdin_charge:R:1
C 0.672 -1.060 1.600 -0.006
O -0.263 -1.091 0.525 -0.018
N -0.284 0.014 -0.230 0.041
C -0.865 0.657 -1.159 -0.208
O -1.913 0.826 -1.839 0.279
C 0.544 1.030 -0.910 0.133
H 0.629 -2.065 2.015 0.113
H 0.376 -0.335 2.361 0.106
H 1.682 -0.853 1.242 0.103
H -2.675 0.243 -1.649 0.194
H 1.306 0.713 -1.617 0.133
H 0.789 1.920 -0.338 0.130
```

Summary:
Relative energy (zero: lowest compared OMol25 entry of this formula, charge and spin) = 4.231 eV
Spin multiplicity = 1
SMILES = CO[N+]1=C(O)C1
Charge = +1
E_tot = -322.723396 a.u.

# 3
Here is 8 unconnected molecules or ions with the total composition C19H32BrCl21NOP in a non-equilibrium geometry from OMol25. Energies are from ωB97M-V/def2-TZVPD.

Structure (XYZ):
```
76
Properties=species:S:1:pos:R:3:lowdin_charge:R:1
C 2.308 6.015 1.732 0.085
C 1.531 5.103 1.843 -0.319
P 0.466 3.653 1.767 0.564
Br -1.442 5.091 1.609 0.209
C 1.944 2.479 2.043 -0.328
C 1.851 1.880 3.459 -0.356
N 3.042 1.059 3.801 -0.010
C 0.034 2.961 0.105 -0.358
C 0.817 3.785 -0.958 -0.251
C 0.896 3.028 -2.293 -0.195
C 1.729 3.867 -3.308 -0.193
C 2.549 2.931 -4.229 -0.200
C 1.675 1.813 -4.843 -0.158
C 1.783 0.443 -4.120 -0.249
O 0.494 0.062 -3.672 -0.188
C 0.485 -0.523 -2.388 -0.137
H 2.988 6.778 1.428 0.038
H -0.101 3.192 2.973 0.016
H 2.896 3.016 1.971 0.078
H 1.982 1.637 1.344 0.072
H 1.741 2.681 4.201 0.097
H 0.945 1.260 3.520 0.100
H 3.543 0.928 2.927 0.050
H 2.695 0.129 4.018 -0.029
H -1.028 3.057 -0.110 0.004
H 0.325 1.914 -0.008 0.076
H 1.847 3.932 -0.613 0.098
H 0.343 4.764 -1.073 0.112
H -0.093 2.791 -2.687 0.121
H 1.484 2.125 -2.103 0.093
H 2.426 4.467 -2.712 0.103
H 1.098 4.557 -3.874 0.113
H 3.391 2.556 -3.641 0.109
H 2.923 3.545 -5.055 0.102
H 2.004 1.666 -5.876 0.103
H 0.621 2.096 -4.854 0.114
H 2.213 -0.331 -4.770 0.116
H 2.490 0.573 -3.290 0.075
H 1.234 -0.091 -1.714 0.046
H -0.499 -0.395 -1.929 0.091
H 0.668 -1.605 -2.464 0.077
Cl 1.809 -1.406 5.701 0.546
C 2.578 -0.643 7.098 -1.545
Cl 1.575 0.668 7.718 0.529
Cl 2.904 -1.835 8.356 0.530
H 3.521 -0.222 6.772 0.012
Cl -4.050 1.374 0.780 0.497
C -4.415 2.967 0.103 -1.537
Cl -3.602 3.175 -1.448 0.530
Cl -6.157 3.189 -0.068 0.507
H -4.034 3.718 0.786 -0.036
Cl -7.104 0.184 -0.014 0.495
C -8.735 -0.061 -0.637 -1.522
Cl -8.804 -1.511 -1.648 0.534
Cl -9.901 -0.166 0.682 0.535
H -8.995 0.791 -1.252 0.014
Cl 3.051 -4.464 -1.359 0.512
C 3.683 -2.879 -0.918 -1.527
Cl 3.900 -1.869 -2.350 0.559
Cl 2.611 -2.088 0.244 0.525
H 4.648 -3.014 -0.447 0.014
Cl 1.766 -8.147 -1.480 0.530
C 2.654 -8.412 0.024 -1.540
Cl 2.848 -6.896 0.901 0.508
Cl 1.833 -9.613 1.025 0.541
H 3.636 -8.791 -0.225 0.013
Cl -6.464 -4.606 0.498 0.527
C -5.540 -3.147 0.134 -1.564
Cl -5.138 -2.276 1.615 0.503
Cl -4.079 -3.542 -0.775 0.515
H -6.157 -2.500 -0.478 -0.049
Cl -2.408 -7.150 -0.630 0.514
C -1.523 -7.413 0.874 -1.559
Cl -1.326 -5.896 1.754 0.517
Cl -2.342 -8.614 1.877 0.523
H -0.539 -7.793 0.627 -0.047
```

Summary:
Spin multiplicity = 1
SMILES = C#C[PH](Br)(CCN)CCCCCCCOC.ClC(Cl)Cl.ClC(Cl)Cl.ClC(Cl)Cl.ClC(Cl)Cl.ClC(Cl)Cl.ClC(Cl)Cl.ClC(Cl)Cl
E_tot = -13452.390175 a.u.

# 4
Here is 3 unconnected molecules or ions with the total composition C2H12N2O2 in a non-equilibrium geometry from OMol25. Energies are from ωB97M-V/def2-TZVPD.

Structure (XYZ):
```
18
Properties=species:S:1:pos:R:3:lowdin_charge:R:1
N 0.889 -1.350 -1.265 -0.003
C -0.424 -0.865 -0.846 -0.278
C -0.367 0.419 -0.071 -0.286
N 0.143 0.318 1.333 0.001
H 1.305 -1.933 -0.554 0.073
H 0.779 -1.917 -2.092 0.077
H -1.046 -0.689 -1.725 0.117
H -0.993 -1.614 -0.305 0.110
H -1.381 0.802 0.018 0.087
H 0.193 1.187 -0.619 0.098
H 0.450 1.264 1.548 0.068
H 0.893 -0.359 1.430 0.054
O 2.617 1.134 -1.551 -0.092
H 2.205 0.278 -1.295 -0.010
H 3.460 1.157 -1.087 0.026
O -3.200 0.462 2.284 -0.064
H -3.061 0.987 3.078 0.033
H -2.462 0.718 1.719 -0.011
```

Summary:
Relative energy (zero: lowest compared OMol25 entry of this formula, charge and spin) = 0.566 eV
Spin multiplicity = 1
SMILES = NCCN.O.O
E_tot = -343.372317 a.u.

| no. | HOMO (eV) |
| --- | --- |
| 1 | -4.12 |
| 2 | -15.28 |
| 3 | -9.23 |
| 4 | -9.55 |